Entry from the OMol25 dataset: a 7-piece molecular cluster, C7H13Cl15 overall at a distorted geometry (wB97M-V/def2-TZVPD).

## Properties
Frontier orbital gap, eV: 10.83
Strongest force on any atom, eV/Å: 1.6
SMILES: ClC(Cl)Cl.ClCCl.ClCCl.ClCCl.ClCCl.ClCCl.ClCCl
E, Eh: -7177.33280
ΔE to the lowest compared entry with this formula, charge and spin, kJ/mol: 127.19

Each line ends with the Mulliken charge.
Positions of all 35 atoms, in Å:
Cl1 -2.47604 0.12888 3.79422  -0.14
Cl2 2.90434 5.64380 5.10576  -0.14
Cl3 -1.25023 -2.31094 -5.02713  -0.13
Cl4 4.85721 5.42884 -2.00284  -0.15
Cl5 -4.69926 -0.80639 5.75699  -0.15
Cl6 4.07159 5.51551 -4.82837  -0.15
Cl7 1.80484 -3.34021 1.25019  -0.13
Cl8 1.11632 -5.07638 3.51217  -0.15
Cl9 2.74218 4.32473 2.51756  -0.14
Cl10 -2.47565 -0.28651 -6.70346  -0.13
Cl11 -2.11683 1.93715 -2.05753  -0.14
Cl12 -4.09319 -6.81001 -2.05204  -0.14
Cl13 -3.62938 -2.98481 -6.46968  -0.10
Cl14 0.58061 1.43251 -2.34433  -0.16
Cl15 -3.03899 -4.34926 -0.80481  -0.14
C1 3.53732 5.60193 3.48984  -0.24
C2 -0.76341 1.30329 -1.12710  -0.18
C3 2.41648 -4.12649 2.70647  -0.24
C4 -2.92274 -0.80457 5.29599  -0.23
C5 -2.83360 -1.70891 -5.60528  0.06
C6 3.53155 5.82196 -3.11560  -0.19
C7 -2.77610 -6.07681 -1.16431  -0.25
H1 -1.82788 -6.10354 -1.70122  0.26
H2 4.60273 5.37423 3.52402  0.26
H3 3.17488 6.82993 -2.90369  0.28
H4 3.16558 -4.85901 2.40590  0.25
H5 -0.56943 1.98353 -0.29779  0.24
H6 -0.95274 0.26207 -0.86609  0.24
H7 -2.28158 -0.42410 6.09114  0.29
H8 2.86334 -3.34025 3.31493  0.27
H9 -3.36844 -1.42136 -4.70007  0.30
H10 -2.60450 -6.64930 -0.25278  0.27
H11 -2.74156 -1.84748 5.03596  0.24
H12 2.71568 5.17615 -2.79096  0.21
H13 3.33687 6.56184 3.01394  0.25

Atomic forces in eV per Å
-0.602 -0.360 0.931
-0.170 0.061 0.660
-0.171 0.083 0.104
0.027 0.226 0.011
1.404 0.455 -0.369
-0.766 0.433 1.218
-0.035 0.053 -0.124
0.546 0.593 0.005
0.188 0.245 0.062
-0.635 -0.795 0.861
-1.033 0.018 0.397
-0.002 0.000 -0.158
-0.459 -0.029 -0.112
0.283 -0.461 0.989
-0.127 -0.339 0.108
0.113 -0.153 -0.728
0.425 0.532 -1.320
-0.011 -0.499 -0.274
-0.514 -0.298 -0.809
1.444 0.515 -0.268
0.032 -0.517 0.194
0.952 0.149 0.353
-0.414 -0.132 -0.403
-0.235 0.085 -0.037
0.566 0.137 -0.660
-0.100 0.225 0.067
0.091 -0.390 -0.098
0.235 0.282 0.025
-0.496 -0.100 -0.021
-0.416 -0.367 0.319
-0.171 0.235 -0.547
-0.400 0.347 0.092
0.217 0.301 0.254
0.130 -0.293 -0.752
0.103 -0.244 0.029


Entry from the OMol25 dataset: C4H9NO in the gas phase at a distorted geometry (wB97M-V/def2-TZVPD).

## Properties
Frontier orbital gap, eV: 9.38
Strongest force on any atom, eV/Å: 2.8
SMILES: CCCCN=O
E, Eh: -287.69213
ΔE to the lowest compared entry with this formula, charge and spin, kJ/mol: 368.41

Each line ends with the Mulliken charge.
Positions of all 15 atoms, in Å:
O1 3.25956 1.24360 -0.53759  -0.32
N1 2.31882 0.93626 -1.22811  -0.03
C1 -0.68335 -0.66102 0.31313  -0.40
C2 -1.80839 -0.00690 0.94562  -1.25
C3 0.03142 0.36580 -0.58891  -0.59
C4 1.50625 -0.07820 -0.54624  -0.44
H1 -2.55039 0.28238 0.17857  0.29
H2 -0.49493 0.22888 -1.57162  0.25
H3 -0.05735 1.36524 -0.17603  0.41
H4 -2.18777 -0.64635 1.72702  0.36
H5 1.71138 -0.27201 0.48334  0.49
H6 1.54260 -0.96026 -1.16630  0.24
H7 -1.47040 0.96711 1.40943  0.30
H8 -0.08582 -1.24242 1.03960  0.42
H9 -1.03166 -1.52212 -0.28192  0.29

Atomic forces in eV per Å
-0.033 0.463 -0.637
0.893 -0.452 1.349
0.914 -1.389 -0.966
-1.236 1.966 1.079
0.114 -2.000 -0.119
-1.859 0.789 -1.886
-0.045 -0.271 0.597
0.948 0.805 0.614
-0.205 0.150 -0.154
-0.806 0.050 0.193
1.038 0.069 0.509
0.398 -0.554 -0.088
-0.425 -1.010 -0.197
0.392 0.981 0.000
-0.090 0.404 -0.295


Entry from the OMol25 dataset: a 7-piece molecular cluster, C9H32N10O9 overall at a distorted geometry (wB97M-V/def2-TZVPD).

## Properties
Frontier orbital gap, eV: 8.74
Strongest force on any atom, eV/Å: 7.0
SMILES: NC(N)=O.NC(N)=O.NC(N)=O.NC(N)=O.NC(N)=O.OCCO.OCCO
E, Eh: -1586.89395
ΔE to the lowest compared entry with this formula, charge and spin, kJ/mol: 357.91

Each line ends with the Mulliken charge.
Positions of all 60 atoms, in Å:
O1 -0.34520 -3.95668 -0.53826  -0.69
O2 -1.36383 -2.01988 -5.58321  -0.72
O3 0.15738 1.06537 1.81154  -0.28
O4 0.50249 4.41146 2.30046  -0.45
O5 2.50950 0.28702 -0.30455  -0.66
O6 -0.89473 1.21174 -2.58417  -0.78
O7 -3.73933 -2.54958 1.81640  -0.66
O8 2.74780 3.12050 3.44174  -0.45
O9 -1.57551 -0.21227 -0.23725  -0.18
N1 -1.33523 -1.72465 -3.40624  0.01
N2 0.79414 2.40838 -1.60447  -0.31
N3 -3.70808 -2.31231 -0.43241  -0.26
N4 1.88003 -3.90580 -0.73201  -0.36
N5 0.81867 -2.07406 -0.82264  0.13
N6 -5.19305 -3.52111 0.51365  -0.44
N7 -1.19595 3.08167 -1.53804  -0.39
N8 3.19434 -0.66647 1.55967  -0.38
N9 4.61942 0.30720 0.48271  -0.50
N10 -0.93171 -3.70587 -4.19543  -0.38
C1 -4.17845 -2.75183 0.71212  0.69
C2 -1.99297 0.57014 0.80784  -0.36
C3 -0.39545 2.21577 -2.05477  0.75
C4 2.56753 4.54561 3.44518  -0.55
C5 -1.01345 0.26184 1.95052  -0.54
C6 0.71895 -3.36282 -0.65815  0.60
C7 1.21266 5.11807 3.24500  -0.39
C8 3.38042 0.05562 0.51350  0.74
C9 -1.25786 -2.47414 -4.46754  0.68
H1 -5.56056 -3.90671 1.37176  0.25
H2 2.35432 -1.22181 1.63755  0.23
H3 -2.17829 3.01385 -1.76282  0.24
H4 -3.02373 0.31043 1.04901  0.35
H5 -1.55675 0.62703 2.82205  0.39
H6 1.60692 -1.44689 -0.89621  0.23
H7 1.52732 1.71854 -1.68616  0.17
H8 4.00110 -1.02074 2.05335  0.17
H9 -4.28228 -2.51264 -1.23879  0.17
H10 -0.81772 3.91399 -1.10876  0.14
H11 -1.40721 -2.21113 -2.52405  -0.12
H12 -2.86051 -1.77236 -0.53336  0.18
H13 -0.03398 -1.56411 -1.00439  -0.21
H14 0.42418 3.54691 2.71036  0.21
H15 2.05042 -4.87692 -0.95112  0.25
H16 3.19528 4.92882 2.64070  0.34
H17 -0.60875 -4.26129 -4.97473  0.22
H18 -0.87444 -0.81610 2.03302  0.20
H19 1.05613 3.23457 -1.08594  0.12
H20 4.85057 0.91808 -0.28768  0.26
H21 -1.32927 0.34743 -0.97732  -0.01
H22 0.86559 0.73728 1.25261  0.14
H23 0.76965 4.94537 4.22583  0.29
H24 1.16630 6.20148 3.13467  0.36
H25 -0.71031 -4.03716 -3.26735  0.17
H26 2.62808 -3.23713 -0.84774  0.13
H27 -1.36405 -0.73171 -3.58881  0.09
H28 5.20289 0.12273 1.28621  0.16
H29 -5.38696 -3.86598 -0.41563  0.16
H30 -2.05311 1.63026 0.56164  0.25
H31 3.14757 4.83978 4.31989  0.35
H32 3.21914 3.02306 2.61111  0.25

Atomic forces in eV per Å
-0.492 -0.333 -0.232
-0.211 0.237 -1.834
0.051 0.294 0.752
-0.473 -0.046 -1.037
-0.723 1.133 -1.310
1.032 -0.521 -0.897
0.942 0.890 1.717
-0.768 0.318 -0.591
0.398 -0.879 -2.151
-0.707 1.818 2.451
5.457 -0.250 0.091
1.205 1.396 -2.736
5.136 -2.644 0.127
-1.609 4.734 -0.310
-4.096 -2.818 0.126
-3.627 3.990 0.937
-2.608 -3.661 4.597
5.581 3.333 -2.685
0.893 -4.518 -0.120
2.078 0.782 0.704
-0.143 -0.237 1.551
-2.030 -2.952 0.250
3.313 0.613 -0.607
-1.367 1.519 -0.323
-3.144 -0.517 -0.363
-0.572 -0.433 2.760
-2.706 -1.449 -0.468
0.464 1.320 -1.426
-0.299 -0.349 -0.601
-0.049 0.194 0.155
0.262 0.269 0.011
-0.077 -0.376 0.466
0.541 -0.103 0.571
0.310 -0.582 0.010
-0.217 -0.077 -0.102
-0.602 -0.099 0.093
0.637 0.416 -0.066
-0.614 -0.077 0.001
0.041 0.871 0.199
-0.120 0.107 0.230
-0.062 -0.102 0.597
-0.252 -0.679 -0.554
-0.266 0.282 0.344
0.169 0.098 -0.402
-0.284 0.007 0.240
0.261 0.060 -0.104
-0.263 -0.297 -0.101
1.013 0.037 0.384
0.005 0.064 -0.730
-0.387 -0.556 -0.385
-0.775 0.215 0.321
0.394 -0.119 -0.581
-0.023 0.175 -0.130
0.218 -0.774 -0.220
-0.235 0.000 0.809
0.186 0.533 -0.704
-0.337 -0.301 0.685
0.554 0.145 0.061
-0.812 0.730 0.458
-0.192 -0.828 0.070


Entry from the OMol25 dataset: C18H20BrNO5 in the gas phase at a distorted geometry (wB97M-V/def2-TZVPD).

## Properties
Frontier orbital gap, eV: 8.86
Strongest force on any atom, eV/Å: 1.1
SMILES: Cc1c(C(=O)OCC(=O)N2C[C@@H](C)O[C@@H](C)C2)oc2ccc(Br)cc12
E, Eh: -3702.90943
ΔE to the lowest compared entry with this formula, charge and spin, kJ/mol: 0.00

Each line ends with the Mulliken charge.
Positions of all 45 atoms, in Å:
Br1 2.05793 5.46021 5.23541  -0.20
O1 0.00418 -3.95679 -0.53722  -0.40
O2 -1.67067 1.00079 -0.94183  -0.28
O3 0.17268 1.63944 -2.06771  -0.66
O4 -1.06047 -0.87659 -3.86204  -0.68
O5 -0.96255 2.18958 1.26268  -0.44
N1 -0.42552 -1.47519 -1.78713  0.24
C1 1.56877 4.24557 2.71445  -0.36
C2 -0.39968 2.89254 2.26095  -0.30
C3 -2.12711 0.29129 -2.08532  -0.72
C4 1.07241 4.41025 3.98741  -0.15
C5 -0.13165 3.83857 4.41026  -0.34
C6 0.97650 3.07283 0.46867  -0.10
C7 -0.12676 2.30680 0.18568  0.65
C8 -1.10934 -3.30678 1.45467  -1.61
C9 -0.62980 -1.61861 -0.36381  -0.84
C10 -0.49492 1.63526 -1.06318  0.82
C11 2.10357 3.42633 -0.42655  -1.55
C12 -0.88509 3.06937 3.55006  -1.18
C13 0.56618 -2.40279 -2.29963  -1.21
C14 1.24329 -4.83539 -2.36594  -1.57
C15 0.17478 -3.84084 -1.93929  0.58
C16 -1.14780 -0.74219 -2.65884  1.00
C17 0.81517 3.47022 1.83389  1.37
C18 -0.98814 -3.08372 -0.04595  0.33
H1 -1.35084 -4.34740 1.64946  0.39
H2 0.94590 -5.83896 -2.07632  0.37
H3 1.53450 -2.16492 -1.84602  0.29
H4 1.95980 2.97745 -1.40411  0.39
H5 0.30290 -1.36130 0.15458  0.14
H6 2.18322 -4.59877 -1.87503  0.36
H7 -1.81536 2.62310 3.86046  0.47
H8 -3.05602 -0.19527 -1.77763  0.30
H9 0.62088 -2.27353 -3.38035  0.52
H10 -0.78268 -4.07599 -2.43672  0.24
H11 -1.88819 -2.67304 1.86887  0.41
H12 -2.33541 0.99154 -2.90105  0.37
H13 -0.46803 4.00637 5.42141  0.42
H14 -0.16311 -3.07760 1.93696  0.37
H15 2.49917 4.69655 2.40843  0.55
H16 1.37879 -4.79617 -3.44247  0.40
H17 -1.42498 -0.96923 -0.00587  0.62
H18 3.04227 3.07440 -0.00016  0.35
H19 -1.94869 -3.31594 -0.54239  0.29
H20 2.16992 4.50853 -0.53170  0.35

Atomic forces in eV per Å
-0.087 -0.094 -0.114
0.077 -0.120 0.090
-0.068 0.133 0.264
-0.164 0.036 0.142
-0.180 0.090 -0.279
-0.434 -0.239 0.016
0.288 -0.197 0.089
-0.096 -0.039 0.046
0.919 0.610 0.186
-0.014 -0.014 -0.582
0.209 0.169 0.115
0.055 0.020 -0.025
-0.660 -0.543 -0.361
0.920 0.600 0.169
0.069 -0.042 -0.489
-0.265 -0.424 0.207
0.014 -0.036 -0.153
0.000 -0.027 -0.103
-0.132 -0.180 -0.281
-0.106 -0.301 -0.143
-0.372 0.247 0.218
0.286 0.114 -0.410
-0.214 0.228 0.147
-0.707 -0.307 0.320
-0.148 0.411 0.342
-0.046 -0.087 0.064
-0.001 -0.116 -0.009
0.013 -0.055 -0.014
0.100 0.047 -0.030
-0.076 0.009 0.070
0.142 0.023 0.033
-0.119 -0.048 0.065
0.114 0.065 -0.023
0.047 -0.038 0.114
0.115 0.064 0.065
-0.092 0.064 0.087
0.043 -0.191 0.139
-0.026 0.005 0.060
0.105 0.048 0.093
0.096 0.061 0.009
0.044 -0.027 -0.134
0.078 -0.051 -0.008
0.094 -0.002 -0.005
0.130 0.061 0.044
0.051 0.078 -0.031


| no. | lowest unoccupied orbital energy (Eh) | highest occupied orbital energy (Ha) |
| --- | --- | --- |
| 1 | 0.006 | -0.39152 |
| 2 | 0.010 | -0.33531 |
| 3 | -0.007 | -0.32858 |
| 4 | -0.005 | -0.33080 |